1.
{
  "formula": "C42H28HgN9S",
  "method": "wB97M-V/def2-TZVPD",
  "species": ["Hg", "C", "C", "C", "C", "C", "N", "C", "N", "C", "C", "C", "C", "C", "C", "C", "C", "N", "C", "N", "C", "N", "C", "N", "C", "N", "C", "C", "C", "C", "C", "C", "C", "C", "C", "C", "C", "C", "N", "C", "C", "H", "H", "H", "H", "H", "H", "H", "H", "H", "H", "H", "H", "H", "H", "H", "H", "C", "C", "C", "C", "C", "C", "C", "C", "C", "H", "H", "H", "H", "H", "H", "H", "H", "H", "H", "H", "H", "S", "C", "N"],
  "positions_angstrom": [[0.10, 0.11, 0.02], [-4.60, 4.74, 0.17], [-3.86, 5.30, -0.89], [-2.82, 4.62, -1.47], [-2.48, 3.35, -0.99], [-1.45, 2.40, -1.35], [-1.59, 1.35, -0.49], [-2.62, 1.50, 0.36], [-3.09, 0.58, 1.26], [-2.58, -0.59, 1.48], [-3.27, -1.61, 2.31], [-4.44, -1.56, 3.05], [-4.84, -2.71, 3.72], [-4.08, -3.89, 3.64], [-2.91, -3.93, 2.89], [-2.52, -2.78, 2.23], [-1.33, -2.49, 1.38], [-0.46, -3.40, 1.10], [0.82, -3.14, 0.52], [1.03, -1.97, -0.39], [1.74, -2.33, -1.57], [2.00, -1.58, -2.58], [1.55, -0.31, -2.83], [0.73, 0.47, -2.07], [0.31, 1.58, -2.74], [-0.60, 2.51, -2.37], [1.00, 1.58, -4.01], [0.98, 2.46, -5.09], [1.72, 2.16, -6.21], [2.48, 0.96, -6.27], [2.50, 0.08, -5.22], [1.76, 0.38, -4.06], [2.03, -3.76, -1.44], [2.71, -4.62, -2.29], [2.83, -5.96, -1.94], [2.26, -6.44, -0.77], [1.57, -5.59, 0.09], [1.46, -4.26, -0.25], [-1.43, -1.18, 1.01], [-3.22, 2.78, 0.09], [-4.29, 3.48, 0.66], [-5.41, 5.30, 0.61], [-4.13, 6.29, -1.25], [-2.25, 5.05, -2.29], [-5.01, -0.65, 3.10], [-5.75, -2.71, 4.31], [-4.41, -4.77, 4.18], [-2.31, -4.83, 2.82], [0.38, 3.36, -5.04], [1.72, 2.83, -7.06], [3.05, 0.75, -7.17], [3.08, -0.84, -5.26], [3.14, -4.23, -3.21], [3.36, -6.64, -2.60], [2.37, -7.49, -0.51], [1.13, -5.95, 1.01], [-4.85, 3.04, 1.47], [3.71, 0.77, 2.83], [2.47, 1.53, 2.45], [1.29, 1.41, 3.17], [0.15, 2.12, 2.83], [-1.13, 1.95, 3.60], [0.20, 2.99, 1.74], [1.36, 3.12, 0.98], [1.42, 4.03, -0.22], [2.48, 2.38, 1.35], [4.37, 1.40, 3.43], [4.25, 0.45, 1.94], [3.46, -0.13, 3.40], [1.24, 0.69, 3.99], [-1.09, 2.50, 4.55], [-1.30, 0.90, 3.84], [-1.99, 2.30, 3.03], [-0.69, 3.53, 1.44], [1.91, 4.97, 0.04], [0.42, 4.25, -0.59], [1.98, 3.57, -1.03], [3.37, 2.43, 0.73], [2.25, -2.74, 3.03], [1.75, -2.38, 1.49], [1.91, -1.34, 0.68]],
  "energy_ev": -72430.9222,
  "homo_ev": [-0.28, -0.95],
  "gap_ev": [4.83, 5.10],
  "spin_multiplicity": 2,
  "total_charge": -2,
  "s_squared": 0.862,
  "molar_mass_g_mol": 891.406,
  "e_lumo_ev": [4.56, 4.14]
}

---

2.
{
  "formula": "C42H28NO9P",
  "method": "wB97M-V/def2-TZVPD",
  "species": ["O", "C", "C", "C", "C", "C", "C", "C", "C", "O", "C", "C", "C", "C", "C", "C", "H", "H", "H", "H", "H", "H", "H", "H", "O", "C", "C", "C", "C", "C", "C", "C", "C", "O", "C", "C", "C", "C", "C", "C", "H", "H", "H", "H", "H", "H", "H", "H", "O", "C", "C", "C", "C", "C", "C", "C", "C", "O", "C", "C", "C", "C", "C", "C", "H", "H", "H", "H", "H", "H", "H", "H", "O", "N", "O", "P", "O", "H", "H", "H", "H"],
  "positions_angstrom": [[-0.98, -6.50, -0.78], [0.11, -6.05, -0.48], [0.47, -5.77, 0.94], [-0.45, -6.05, 1.93], [-0.13, -5.81, 3.26], [1.11, -5.30, 3.60], [2.04, -5.01, 2.61], [1.72, -5.23, 1.27], [2.71, -4.88, 0.22], [3.77, -4.35, 0.51], [2.36, -5.19, -1.19], [3.29, -4.90, -2.19], [2.99, -5.19, -3.51], [1.77, -5.76, -3.84], [0.84, -6.04, -2.86], [1.13, -5.75, -1.53], [-1.42, -6.44, 1.65], [-0.86, -6.02, 4.03], [1.36, -5.12, 4.63], [3.01, -4.60, 2.85], [4.24, -4.46, -1.92], [3.71, -4.96, -4.29], [1.54, -5.99, -4.88], [-0.11, -6.49, -3.10], [2.65, -0.39, -4.69], [3.12, 0.47, -3.97], [3.17, 1.90, -4.41], [2.64, 2.24, -5.65], [2.65, 3.56, -6.07], [3.18, 4.54, -5.25], [3.72, 4.21, -4.01], [3.71, 2.88, -3.59], [4.31, 2.55, -2.26], [4.82, 3.40, -1.58], [4.24, 1.13, -1.82], [4.75, 0.79, -0.57], [4.67, -0.52, -0.12], [4.07, -1.50, -0.91], [3.57, -1.16, -2.16], [3.65, 0.14, -2.62], [2.23, 1.45, -6.28], [2.25, 3.82, -7.04], [3.18, 5.58, -5.57], [4.14, 4.96, -3.36], [5.20, 1.56, 0.03], [5.06, -0.78, 0.85], [4.00, -2.52, -0.55], [3.11, -1.91, -2.79], [-3.04, 6.66, -0.09], [-3.32, 5.77, 0.68], [-4.48, 5.89, 1.62], [-5.25, 7.04, 1.58], [-6.34, 7.17, 2.42], [-6.67, 6.14, 3.30], [-5.90, 4.99, 3.35], [-4.79, 4.87, 2.51], [-3.96, 3.63, 2.59], [-4.21, 2.76, 3.39], [-2.82, 3.50, 1.64], [-2.05, 2.34, 1.67], [-1.01, 2.18, 0.78], [-0.72, 3.18, -0.15], [-1.48, 4.34, -0.17], [-2.53, 4.51, 0.72], [-4.98, 7.83, 0.89], [-6.95, 8.06, 2.39], [-7.53, 6.23, 3.95], [-6.13, 4.18, 4.03], [-2.29, 1.57, 2.39], [-0.41, 1.28, 0.80], [0.10, 3.06, -0.85], [-1.26, 5.13, -0.88], [-1.87, -3.34, 3.93], [-1.69, -2.30, 3.39], [-2.40, -1.27, 3.93], [-4.12, -1.56, 4.43], [-5.75, -1.62, 4.81], [-4.22, -0.19, 4.24], [-3.71, -2.05, 5.67], [-4.24, -2.41, 3.33], [-6.04, -2.52, 5.02]],
  "energy_ev": -73213.5300,
  "homo_ev": -9.70,
  "smiles": "O=C1c2ccccc2C(=O)c2ccccc21.O=C1c2ccccc2C(=O)c2ccccc21.O=C1c2ccccc2C(=O)c2ccccc21.O=NO[PH3]O",
  "gap_ev": 8.68,
  "spin_multiplicity": 1,
  "molar_mass_g_mol": 721.658,
  "e_lumo_ev": -1.02
}